Formula: C2H4S2
Source: the Open Molecules 2025 dataset
Level of theory: ωB97M-V/def2-TZVPD

Geometry as ORCA input:
```
! wB97M-V def2-TZVPD RIJCOSX def2/J DEFGRID3
* xyz 0 1
C -0.38 -0.57 -0.17
C 0.44 0.63 0.22
S 0.48 -1.58 -1.68
S -1.30 -1.15 1.41
H -1.23 -0.34 -0.85
H -0.04 1.24 0.96
H 0.68 1.36 -0.57
H 1.36 0.41 0.68
*
```

Output
gap between HOMO and LUMO (alpha / beta): 4.92 / 4.66 eV
E_LUMO (alpha / beta): -3.718 / -3.820 eV
ΔE to the lowest compared entry with this formula, charge and spin: 100.2 kcal/mol

Atom charges from the natural (NBO) analysis, given in e for atoms 1 to 5:
1 C -0.4769
2 C -0.6743
3 S 0.0684
4 S 0.1019
5 H 0.2983

Formula: C44H64O36
Source: the Open Molecules 2025 dataset
Level of theory: ωB97M-V/def2-TZVPD

Geometry as ORCA input:
```
! wB97M-V def2-TZVPD RIJCOSX def2/J DEFGRID3
* xyz 0 1
C -5.41 -5.65 2.31
C -6.05 -6.19 0.97
C -5.60 -7.63 0.49
O -6.87 -8.11 0.08
C -7.87 -7.41 0.51
O -9.07 -7.72 0.37
O -7.40 -6.31 1.12
H -5.71 -6.22 3.19
H -5.64 -4.60 2.50
H -4.32 -5.69 2.33
H -5.87 -5.53 0.12
H -5.15 -8.21 1.30
H -4.77 -7.50 -0.19
C -8.87 -1.94 -5.38
C -9.21 -0.83 -4.33
C -9.73 -1.38 -2.96
O -9.05 -0.68 -2.00
C -8.07 0.01 -2.59
O -7.36 0.74 -1.92
O -7.97 -0.28 -3.92
H -9.79 -2.17 -5.92
H -8.59 -2.85 -4.85
H -8.04 -1.63 -6.02
H -9.97 -0.16 -4.73
H -9.52 -2.45 -2.96
H -10.80 -1.16 -2.92
C 0.43 -0.21 -9.14
C -1.00 0.09 -9.66
C -1.68 1.30 -9.04
O -2.11 2.06 -10.13
C -1.62 1.56 -11.31
O -1.76 1.94 -12.54
O -0.81 0.53 -10.98
H 0.43 -0.66 -8.15
H 1.10 0.65 -9.18
H 0.95 -1.00 -9.68
H -1.64 -0.79 -9.63
H -1.02 1.93 -8.44
H -2.53 0.94 -8.45
C 9.67 -0.54 1.45
C 9.79 -2.00 1.12
C 9.09 -2.95 2.07
O 8.16 -3.57 1.26
C 8.06 -3.07 0.05
O 7.25 -3.41 -0.80
O 9.04 -2.20 -0.08
H 10.07 0.09 0.65
H 10.28 -0.26 2.31
H 8.66 -0.17 1.65
H 10.83 -2.29 0.94
H 8.68 -2.30 2.85
H 9.71 -3.60 2.68
C 0.35 -0.93 0.87
C 0.98 0.12 -0.08
C 0.13 1.23 -0.62
O 0.77 2.37 -0.02
C 1.90 2.13 0.51
O 2.64 2.90 1.09
O 2.08 0.78 0.61
H 1.04 -1.72 1.18
H -0.49 -1.37 0.33
H -0.10 -0.44 1.73
H 1.31 -0.54 -0.88
H -0.90 1.26 -0.29
H 0.24 1.27 -1.70
C -3.87 3.45 4.96
C -4.83 2.75 5.93
C -5.30 3.56 7.15
O -6.70 3.59 7.02
C -7.03 2.82 5.98
O -8.26 2.66 5.64
O -6.04 2.36 5.36
H -2.85 3.13 5.19
H -3.77 4.53 5.07
H -4.15 3.26 3.92
H -4.33 1.87 6.34
H -4.91 4.57 7.02
H -4.96 3.08 8.07
C -2.25 -8.57 -8.34
C -1.82 -8.13 -6.89
C -0.33 -7.66 -6.75
O -0.49 -6.35 -6.12
C -1.77 -5.99 -6.02
O -2.25 -5.03 -5.49
O -2.53 -7.00 -6.45
H -1.38 -9.04 -8.81
H -2.42 -7.65 -8.90
H -3.14 -9.20 -8.28
H -1.93 -8.93 -6.15
H -0.04 -7.53 -7.79
H 0.25 -8.39 -6.18
C 3.15 1.13 8.49
C 2.82 1.40 9.98
C 1.66 2.46 10.21
O 1.07 1.88 11.38
C 1.38 0.55 11.49
O 0.79 -0.12 12.32
O 2.31 0.24 10.62
H 3.91 0.38 8.27
H 3.51 2.04 8.02
H 2.30 0.82 7.89
H 3.74 1.80 10.42
H 1.07 2.70 9.32
H 2.13 3.36 10.60
O -0.53 11.85 3.87
C -0.18 11.57 2.75
O 0.53 10.54 2.36
C 0.43 10.41 0.99
C -0.60 11.41 0.53
O -0.63 12.19 1.69
H 1.41 10.58 0.56
H 0.02 9.41 0.81
H -1.60 11.04 0.31
H -0.19 11.94 -0.32
O 0.86 -11.30 -1.14
C 1.46 -10.82 -0.18
O 2.26 -11.35 0.65
C 2.69 -10.51 1.71
C 2.09 -9.19 1.30
O 1.20 -9.58 0.27
H 2.18 -10.91 2.58
H 3.77 -10.48 1.85
H 2.76 -8.51 0.78
H 1.46 -8.72 2.06
O 6.10 6.98 -3.19
C 5.70 6.73 -4.35
O 5.78 5.52 -5.00
C 5.02 5.65 -6.20
C 4.68 7.14 -6.34
O 5.16 7.65 -5.14
H 5.53 5.38 -7.12
H 4.10 5.07 -6.14
H 3.61 7.25 -6.49
H 5.18 7.68 -7.15
O 4.41 8.30 7.68
C 5.49 8.12 7.08
O 6.03 6.95 6.97
C 7.19 6.98 6.31
C 6.94 8.16 5.44
O 6.09 8.95 6.25
H 8.10 7.12 6.91
H 7.15 6.07 5.72
H 6.47 7.83 4.50
H 7.92 8.55 5.19
*
```

Output
SMILES string: C[C@H]1COC(=O)O1.C[C@H]1COC(=O)O1.C[C@H]1COC(=O)O1.C[C@H]1COC(=O)O1.C[C@H]1COC(=O)O1.C[C@H]1COC(=O)O1.C[C@H]1COC(=O)O1.C[C@H]1COC(=O)O1.O=C1OCCO1.O=C1OCCO1.O=C1OCCO1.O=C1OCCO1
gap between HOMO and LUMO: 10.07 eV
E_LUMO: -0.112 eV
ΔE to the lowest compared entry with this formula, charge and spin: 182.3 kcal/mol

Atom charges from the Löwdin analysis, given in e for atoms 1 to 5:
1 C -0.0083
2 C -0.3159
3 C -0.0644
4 O 0.0961
5 C -0.5395

Formula: CH2Cl4P2
Source: the Open Molecules 2025 dataset
Level of theory: ωB97M-V/def2-TZVPD

Geometry as ORCA input:
```
! wB97M-V def2-TZVPD RIJCOSX def2/J DEFGRID3
* xyz 0 1
C -0.45 1.55 0.98
P 0.29 0.36 0.10
Cl 0.80 -1.07 1.31
Cl 1.91 1.03 -0.78
P -0.44 -1.10 -1.72
Cl -1.86 -2.22 -0.68
Cl 1.26 -2.37 -1.46
H -0.13 2.50 0.62
H -1.38 1.31 1.63
*
```

Output
SMILES string: C=P(Cl)(Cl)P(Cl)Cl
gap between HOMO and LUMO: 8.06 eV
E_LUMO: -0.200 eV
ΔE to the lowest compared entry with this formula, charge and spin: 21.8 kcal/mol

Atom charges from the natural (NBO) analysis, given in e for atoms 1 to 5:
1 C -1.1478
2 P 1.0758
3 Cl -0.2188
4 Cl -0.1989
5 P 0.5520

Formula: C7H13AgF2N2O9
Source: the Open Molecules 2025 dataset
Level of theory: ωB97M-V/def2-TZVPD

Geometry as ORCA input:
```
! wB97M-V def2-TZVPD RIJCOSX def2/J DEFGRID3
* xyz -3 2
Ag 1.81 1.02 -1.32
F 4.46 3.18 -1.79
F 1.53 0.76 -4.68
C 3.87 -4.10 -0.05
C 4.12 -3.35 -1.34
C 2.94 -3.51 -2.32
O 4.19 -2.00 -1.12
H 2.95 -3.94 0.51
H 4.74 -3.95 0.59
H 3.90 -5.16 -0.31
H 4.98 -3.79 -1.85
H 3.09 -3.11 -3.32
H 1.91 -3.27 -2.05
H 2.82 -4.58 -2.50
N 2.24 2.33 3.71
O 2.17 1.72 2.65
O 3.34 2.84 4.01
O 1.28 2.47 4.45
N -0.27 6.00 -1.77
O 0.74 6.64 -2.16
O -1.36 6.53 -1.52
O -0.08 4.81 -1.43
O -2.22 -0.28 0.28
C -3.45 -0.18 0.62
O -4.35 -1.17 0.55
C -5.60 -0.69 0.93
C -5.22 0.56 1.77
C -3.92 1.18 1.18
H -6.34 -1.28 1.47
H -6.06 -0.39 -0.01
H -4.93 0.21 2.76
H -6.12 1.15 1.98
H -3.15 1.59 1.82
H -4.03 1.77 0.28
*
```

Output
gap between HOMO and LUMO (alpha / beta): 4.22 / 3.64 eV
E_LUMO (alpha / beta): 4.957 / 4.381 eV
ΔE to the lowest compared entry with this formula, charge and spin: 0.0 kcal/mol

Atom charges from the natural (NBO) analysis, given in e for atoms 1 to 5:
1 Ag 0.9366
2 F -0.9626
3 F -0.9745
4 C -0.6153
5 C 0.0348

Formula: C39H54AsFeGe2NO4SSe2
Source: the Open Molecules 2025 dataset
Level of theory: ωB97M-V/def2-TZVPD

Geometry as ORCA input:
```
! wB97M-V def2-TZVPD RIJCOSX def2/J DEFGRID3
* xyz -2 1
Fe 0.54 0.89 0.66
C -3.08 4.06 -0.58
C -1.59 3.79 -0.31
Ge -1.23 2.44 1.10
C -0.87 3.44 2.75
C -1.90 4.56 2.94
C -3.05 1.72 1.34
C -3.24 0.43 1.04
Ge -1.47 -0.46 0.78
C -1.22 -1.48 2.49
C -2.27 -2.47 3.02
C -1.68 -1.69 -0.78
C -3.01 -1.67 -1.55
C -4.61 -0.18 1.01
C -4.82 -1.56 1.11
C -6.09 -2.11 1.11
C -7.21 -1.29 0.98
C -7.03 0.08 0.83
C -5.75 0.62 0.84
H -3.21 4.93 -1.24
H -3.62 4.28 0.35
H -3.58 3.21 -1.04
H -1.07 4.68 0.03
H -1.08 3.50 -1.23
H 0.14 3.85 2.67
H -0.87 2.75 3.58
H -1.86 5.29 2.13
H -1.71 5.11 3.87
H -2.93 4.17 3.00
H -3.89 2.36 1.65
H -1.07 -0.70 3.24
H -0.26 -1.97 2.38
H -3.23 -1.98 3.24
H -1.91 -2.91 3.95
H -2.46 -3.30 2.32
H -1.42 -2.69 -0.43
H -0.88 -1.41 -1.45
H -3.77 -2.30 -1.07
H -2.87 -2.06 -2.56
H -3.44 -0.67 -1.63
H -3.95 -2.20 1.18
H -6.21 -3.18 1.21
H -8.20 -1.72 0.98
H -7.89 0.73 0.71
H -5.62 1.69 0.71
S 1.11 0.77 2.95
C 2.70 0.98 2.29
C 3.86 1.26 3.02
C 5.04 1.44 2.33
C 5.05 1.33 0.94
C 3.86 1.04 0.30
N 2.71 0.83 0.96
H 3.79 1.39 4.09
H 5.95 1.69 2.86
H 5.94 1.51 0.36
H 3.81 0.93 -0.78
C -1.05 1.09 -2.54
As 0.78 0.71 -1.88
C 1.16 -0.74 -3.12
C 1.77 2.18 -2.77
C 1.55 2.31 -4.24
C 2.33 1.60 -5.17
C 2.09 1.70 -6.53
C 1.07 2.51 -7.01
C 0.31 3.25 -6.11
C 0.56 3.16 -4.75
H -1.41 0.25 -3.12
H -1.06 1.98 -3.16
H -1.71 1.25 -1.69
H 0.84 -0.47 -4.12
H 0.64 -1.63 -2.77
H 2.22 -0.96 -3.11
H 2.82 2.03 -2.53
H 1.47 3.08 -2.24
H 3.13 0.97 -4.80
H 2.71 1.14 -7.22
H 0.88 2.58 -8.08
H -0.47 3.90 -6.47
H 0.00 3.77 -4.06
O 2.44 4.00 2.03
Se 2.00 4.08 0.46
O 3.23 3.85 -0.58
O 0.92 2.76 0.13
O 1.12 5.40 0.09
C 4.31 -7.12 2.33
C 3.62 -5.84 1.91
C 4.31 -4.64 1.82
C 3.69 -3.46 1.38
C 4.49 -2.19 1.33
C 2.34 -3.49 0.99
Se 1.55 -1.96 0.16
C 1.62 -4.68 1.14
C 0.15 -4.74 0.82
C 2.27 -5.84 1.59
H 5.26 -6.91 2.83
H 4.53 -7.75 1.47
H 3.69 -7.70 3.02
H 5.36 -4.61 2.10
H 5.48 -2.33 1.76
H 3.97 -1.39 1.87
H 4.59 -1.84 0.30
H -0.36 -3.86 1.20
H -0.31 -5.64 1.25
H -0.01 -4.76 -0.27
H 1.69 -6.76 1.69
*
```

Output
gap between HOMO and LUMO (alpha / beta): 6.14 / 6.14 eV
E_LUMO (alpha / beta): 4.158 / 4.158 eV

Atom charges from the Löwdin analysis, given in e for atoms 1 to 5:
1 Fe -0.1060
2 C -0.1775
3 C -0.3298
4 Ge 0.8118
5 C -0.3556

Formula: C12H11N2O6SZr
Source: the Open Molecules 2025 dataset
Level of theory: ωB97M-V/def2-TZVPD

Geometry as ORCA input:
```
! wB97M-V def2-TZVPD RIJCOSX def2/J DEFGRID3
* xyz 1 1
Zr 3.17 -12.81 3.62
O 6.49 -14.49 4.83
S 5.36 -13.81 4.31
O 4.18 -14.66 3.83
O 5.44 -12.95 3.08
O 4.54 -12.88 5.25
O 0.62 -10.22 5.36
C 1.59 -10.74 4.84
O 1.82 -12.04 4.85
C 2.68 -9.91 4.22
C 2.77 -8.55 4.39
C 3.87 -7.88 3.98
C 4.92 -8.57 3.43
C 4.77 -9.95 3.25
N 3.69 -10.57 3.67
H 1.88 -8.09 4.80
H 3.98 -6.84 4.19
H 5.79 -8.07 3.00
H 5.56 -10.57 2.86
N -0.27 -13.78 3.40
C 0.75 -13.61 2.54
C 1.65 -14.64 2.26
C 2.68 -14.46 1.33
C 3.04 -13.20 0.88
C 2.15 -12.13 1.19
C 1.06 -12.33 2.07
H -0.44 -14.74 3.71
H -0.46 -13.02 4.02
H 1.54 -15.62 2.76
H 3.30 -15.27 1.09
H 3.89 -13.08 0.22
H 2.48 -11.13 0.99
H 0.42 -11.44 2.28
*
```

Output
gap between HOMO and LUMO: 8.90 eV
E_LUMO: -4.662 eV

Atom charges from the natural (NBO) analysis, given in e for atoms 1 to 5:
1 Zr 2.3422
2 O -0.8178
3 S 2.5075
4 O -1.0024
5 O -0.9933

Formula: C2H7NO3S
Source: the Open Molecules 2025 dataset
Level of theory: ωB97M-V/def2-TZVPD

Geometry as ORCA input:
```
! wB97M-V def2-TZVPD RIJCOSX def2/J DEFGRID3
* xyz 0 1
C 0.98 -1.04 1.37
C 0.96 0.49 1.21
N 1.06 1.02 0.07
O -2.01 0.41 -2.32
O -1.50 0.66 0.05
O -0.20 -1.05 -1.37
S -0.76 0.54 -1.18
H 1.80 -1.25 2.12
H 0.01 -1.14 1.73
H 1.28 -1.31 0.40
H 0.87 1.04 2.20
H 0.87 2.01 0.15
H -0.56 -1.34 -2.22
H -2.79 0.96 -2.21
*
```

Output
gap between HOMO and LUMO: 10.00 eV
E_LUMO: 0.709 eV
ΔE to the lowest compared entry with this formula, charge and spin: 47.0 kcal/mol

Atom charges from the natural (NBO) analysis, given in e for atoms 1 to 5:
1 C -0.6827
2 C 0.2416
3 N -0.7002
4 O -0.9666
5 O -0.9650

Formula: C15H21N3O3S
Source: the Open Molecules 2025 dataset
Level of theory: ωB97M-V/def2-TZVPD

Geometry as ORCA input:
```
! wB97M-V def2-TZVPD RIJCOSX def2/J DEFGRID3
* xyz 0 1
C 1.63 -1.76 -4.02
N 2.08 -0.95 -2.87
C 2.98 -1.36 -1.98
O 3.47 -2.49 -2.09
C 3.37 -0.44 -0.80
C 4.31 -1.09 0.25
S 3.44 -2.40 1.19
N 2.19 0.08 -0.07
C 1.26 0.94 -0.51
O 1.32 1.53 -1.57
C -0.01 1.04 0.34
C -1.15 1.82 -0.36
C -2.49 1.86 0.35
C -2.55 2.19 1.71
C -3.75 2.21 2.36
C -4.94 1.90 1.69
C -4.88 1.54 0.33
C -3.68 1.55 -0.35
N -0.55 -0.28 0.80
C -0.17 -0.76 1.96
C -0.90 -1.99 2.44
O 0.70 -0.27 2.64
H 0.79 -2.39 -3.69
H 2.48 -2.33 -4.39
H 1.34 -1.05 -4.78
H 1.73 0.00 -2.76
H 3.91 0.42 -1.21
H 5.23 -1.47 -0.23
H 4.59 -0.29 0.95
H 3.43 -3.32 0.24
H 1.94 -0.41 0.79
H 0.30 1.59 1.20
H -1.25 1.40 -1.36
H -0.85 2.87 -0.42
H -1.63 2.46 2.25
H -3.76 2.53 3.41
H -5.91 1.98 2.19
H -5.77 1.37 -0.19
H -3.66 1.35 -1.41
H -1.34 -0.71 0.34
H -1.01 -2.71 1.59
H -1.90 -1.69 2.79
H -0.31 -2.45 3.23
*
```

Output
SMILES string: CNC(=O)[C@H](CS)NC(=O)[C@@H](Cc1ccccc1)NC(C)=O
gap between HOMO and LUMO: 9.64 eV
E_LUMO: 0.541 eV
ΔE to the lowest compared entry with this formula, charge and spin: 0.0 kcal/mol

Atom charges from the natural (NBO) analysis, given in e for atoms 1 to 5:
1 C -0.4100
2 N -0.6126
3 C 0.6561
4 O -0.6584
5 C -0.1386

Formula: CH4NO4P
Source: the Open Molecules 2025 dataset
Level of theory: ωB97M-V/def2-TZVPD

Geometry as ORCA input:
```
! wB97M-V def2-TZVPD RIJCOSX def2/J DEFGRID3
* xyz -2 1
O 3.48 -0.70 -0.06
P 2.36 -0.17 0.79
O 2.13 1.33 0.71
O 2.08 -0.79 2.13
N 0.75 -0.84 -0.54
C -0.31 -0.22 0.10
O -0.51 1.25 0.17
H 0.85 -0.34 -1.40
H -0.33 -0.66 1.17
H -1.29 -0.65 -0.26
H 0.50 1.45 0.43
*
```

Output
SMILES string: O=P([O-])([O-])NCO
gap between HOMO and LUMO: 6.90 eV
E_LUMO: 7.249 eV
ΔE to the lowest compared entry with this formula, charge and spin: 6.3 kcal/mol

Atom charges from the natural (NBO) analysis, given in e for atoms 1 to 5:
1 O -1.2355
2 P 2.4520
3 O -1.2395
4 O -1.2188
5 N -0.9784

Formula: C3H6FN2S
Source: the Open Molecules 2025 dataset
Level of theory: ωB97M-V/def2-TZVPD

Geometry as ORCA input:
```
! wB97M-V def2-TZVPD RIJCOSX def2/J DEFGRID3
* xyz 1 1
N -0.67 0.06 -0.03
C 0.09 -1.16 -0.02
C 1.10 -1.24 -1.09
S 1.43 -2.18 -2.37
C 2.07 0.38 -0.98
N 1.72 1.39 -0.27
F 3.15 0.45 -1.70
H -1.30 0.00 0.83
H -1.36 0.05 -0.77
H 0.69 -1.13 0.91
H -0.56 -2.03 0.13
H 2.11 2.28 -0.16
H 0.76 1.43 0.13
*
```

Output
SMILES string: NCC(=S)C(=[NH2+])F
gap between HOMO and LUMO: 8.40 eV
E_LUMO: -5.586 eV
ΔE to the lowest compared entry with this formula, charge and spin: 18.2 kcal/mol

Atom charges from the natural (NBO) analysis, given in e for atoms 1 to 5:
1 N -0.8519
2 C -0.3568
3 C -0.1403
4 S 0.3642
5 C 0.7543

Formula: C7H10
Source: the Open Molecules 2025 dataset
Level of theory: ωB97M-V/def2-TZVPD

Geometry as ORCA input:
```
! wB97M-V def2-TZVPD RIJCOSX def2/J DEFGRID3
* xyz 0 1
C -0.84 1.13 -0.79
C 0.44 0.69 -0.76
C 1.64 0.26 0.09
C 1.04 -0.54 1.22
C 1.15 -1.20 -0.11
C 0.10 -0.71 -1.12
C -1.39 -0.28 -0.92
H -1.35 2.09 -0.77
H 2.65 0.65 0.16
H 1.75 -0.90 1.95
H 0.07 -0.27 1.65
H 1.75 -2.09 -0.27
H 0.32 -1.00 -2.15
H -1.76 -0.70 0.03
H -2.12 -0.48 -1.71
H -1.95 1.38 1.73
H -1.50 1.96 1.78
*
```

Output
SMILES string: C1=C2[C@H]3C[C@H]3[C@H]2C1.[H][H]
gap between HOMO and LUMO: 9.51 eV
E_LUMO: 1.109 eV
ΔE to the lowest compared entry with this formula, charge and spin: 129.8 kcal/mol

Atom charges from the natural (NBO) analysis, given in e for atoms 1 to 5:
1 C -0.1897
2 C 0.0134
3 C -0.2483
4 C -0.4090
5 C -0.2145

Formula: C3H9NO2
Source: the Open Molecules 2025 dataset
Level of theory: ωB97M-V/def2-TZVPD

Geometry as ORCA input:
```
! wB97M-V def2-TZVPD RIJCOSX def2/J DEFGRID3
* xyz 1 2
C -1.34 0.31 1.81
C -0.02 0.59 1.90
O 0.97 -0.10 1.24
H -2.01 1.06 2.19
H -1.79 -0.61 1.51
H 0.28 1.34 2.66
H 0.56 -0.73 0.57
N -0.47 0.75 -1.83
C 0.65 -0.20 -1.70
O 0.23 -1.38 -0.99
H -0.56 1.24 -0.91
H -0.42 1.47 -2.55
H 1.09 -0.66 -2.60
H 1.43 0.43 -1.23
H -0.69 -1.19 -0.94
*
```

Output
gap between HOMO and LUMO (alpha / beta): 8.92 / 5.04 eV
E_LUMO (alpha / beta): -4.995 / -8.864 eV
ΔE to the lowest compared entry with this formula, charge and spin: 47.8 kcal/mol

Atom charges from the natural (NBO) analysis, given in e for atoms 1 to 5:
1 C -0.1505
2 C 0.2694
3 O -0.4664
4 H 0.2427
5 H 0.2435